Computed, not measured: a cluster of 12 separate species, C80H119N9O10 in total at a distorted geometry, with ωB97M-V/def2-TZVPD.

Structure (XYZ):
```
218
Properties=species:S:1:pos:R:3:mulliken_charge:R:1
C 6.1344 3.5593 3.4414 -1.245
C 6.3033 4.4675 2.2478 -0.319
N 5.8686 3.9016 0.9556 0.336
C 5.8064 4.9053 -0.1186 -0.069
C 4.7760 6.0370 0.2129 -1.508
C 6.7365 2.8324 0.4573 -0.620
C 6.1059 1.9566 -0.7127 -1.135
H 6.4765 2.5277 3.3586 0.325
H 5.0805 3.3706 3.6458 0.254
H 6.5530 4.0092 4.3416 0.381
H 5.7689 5.4124 2.3463 0.207
H 7.3224 4.8497 2.1897 0.317
H 6.7787 5.2543 -0.4666 0.306
H 5.3362 4.3714 -0.9444 -0.065
H 4.9465 6.7879 0.9844 0.447
H 4.5558 6.6629 -0.6519 0.469
H 3.7764 5.6635 0.4354 0.271
H 6.9777 2.1593 1.2800 0.410
H 7.6795 3.2268 0.0788 0.295
H 6.7099 1.0546 -0.8119 0.507
H 6.0096 2.4831 -1.6622 0.344
H 5.0688 1.6765 -0.5279 0.107
C 1.2906 -0.7281 -2.5952 0.583
C 0.2827 -0.8814 -1.4849 -0.081
N 0.8535 -0.5750 -0.1569 2.027
C -0.0748 -1.0685 0.9571 -0.263
C 0.6687 -1.0043 2.3208 -1.055
C 1.5029 0.8082 0.0212 -0.868
C 0.4329 1.8882 0.1388 -0.462
H 2.2529 -0.9420 -2.1302 -1.066
H 1.4768 0.3116 -2.8643 -0.644
H 1.1865 -1.1830 -3.5802 0.380
H -0.6878 -0.4299 -1.6905 0.780
H 0.0340 -1.9388 -1.5751 -0.294
H -0.9336 -0.3998 0.8979 0.312
H -0.3989 -2.1087 0.9892 -0.428
H 0.1799 -1.5572 3.1230 0.620
H 1.6329 -1.4898 2.1698 -0.205
H 0.8431 -0.0192 2.7536 0.102
H 2.4084 1.0606 -0.5304 -0.119
H 2.0012 0.6954 0.9840 0.452
H 0.8645 2.8140 0.5194 0.311
H -0.3047 1.6950 0.9178 0.467
H -0.2811 2.0067 -0.6762 -0.336
C -2.9095 2.0856 -2.8894 -1.381
C -3.8724 3.3470 -2.8525 -1.079
N -3.6971 4.0679 -1.5480 0.758
C -3.9967 3.3800 -0.2658 -0.658
C -3.5175 4.1483 0.9661 -0.964
C -4.6770 5.2117 -1.7044 -0.745
C -3.8724 6.3167 -2.4303 -0.982
H -2.7422 1.5699 -3.8349 0.630
H -3.2724 1.2315 -2.3177 0.400
H -1.8870 2.3261 -2.5984 0.022
H -3.8239 3.8344 -3.8263 0.523
H -4.9137 3.0250 -2.8548 0.487
H -5.0679 3.2125 -0.1534 0.318
H -3.5648 2.3796 -0.2941 0.339
H -3.9221 5.1594 1.0094 0.305
H -3.7148 3.5981 1.8861 0.520
H -2.4391 4.2912 0.8962 0.001
H -5.0879 5.6373 -0.7889 0.378
H -5.5116 4.9810 -2.3664 0.431
H -3.1655 5.8584 -3.1220 0.194
H -3.2724 6.8993 -1.7313 0.182
H -4.6388 6.8874 -2.9547 0.422
C -5.4032 -2.8893 0.5156 -1.514
C -4.5444 -4.0136 1.1194 -0.604
N -3.2483 -3.3551 1.5427 0.766
C -3.4893 -2.3528 2.5737 -0.374
C -4.0172 -2.8093 3.9576 -1.154
C -2.2217 -4.3503 1.7891 -0.515
C -1.6725 -4.8882 0.4129 -0.883
H -4.8410 -2.1334 -0.0327 0.285
H -5.9549 -2.4441 1.3436 0.423
H -6.2806 -3.1393 -0.0809 0.386
H -5.1442 -4.5106 1.8819 0.346
H -4.2886 -4.7254 0.3345 0.540
H -3.9899 -1.4866 2.1410 0.694
H -2.5401 -1.8996 2.8595 -0.355
H -5.0559 -3.0938 3.7896 0.329
H -4.0581 -2.0068 4.6941 0.345
H -3.6639 -3.8161 4.1803 0.199
H -1.4571 -3.7845 2.3214 0.104
H -2.6315 -5.1245 2.4378 0.542
H -1.6625 -4.0362 -0.2670 -0.280
H -0.6190 -5.1061 0.5885 0.398
H -2.0787 -5.7403 -0.1320 0.425
C -3.1384 -6.9616 -3.0466 -1.207
C -4.1802 -6.0283 -3.5921 -0.264
N -3.6480 -4.6761 -3.8873 -0.036
C -3.1496 -4.0598 -2.6776 -0.135
C -2.2312 -2.8304 -3.0090 -1.015
C -4.6203 -3.9611 -4.6686 -0.803
C -5.6761 -3.1136 -3.8699 -0.969
H -2.9758 -6.7642 -1.9870 0.086
H -2.2191 -6.7790 -3.6031 0.341
H -3.4327 -8.0032 -3.1756 0.441
H -4.5151 -6.5017 -4.5150 0.477
H -5.0231 -5.9414 -2.9064 0.264
H -3.9603 -3.9052 -1.9656 0.519
H -2.4819 -4.7093 -2.1115 -0.061
H -1.2471 -2.8756 -3.4755 0.373
H -2.7464 -2.0300 -3.5401 0.269
H -2.0095 -2.2844 -2.0920 -0.086
H -4.9711 -4.6796 -5.4095 0.558
H -4.1412 -3.2328 -5.3229 0.342
H -6.4965 -2.8599 -4.5413 0.434
H -5.2100 -2.2355 -3.4230 0.193
H -6.2178 -3.6813 -3.1134 0.239
O 5.4942 -2.9985 0.2204 -0.658
C 4.5855 -2.5459 -0.4527 0.813
N 3.3969 -2.4946 0.0948 -0.064
C 4.8294 -1.9595 -1.8066 -0.880
H 2.6518 -1.8931 -0.2264 -0.055
H 3.3665 -3.2236 0.7932 -0.231
H 5.7513 -2.2394 -2.3164 0.362
H 4.7471 -0.8796 -1.6836 0.058
H 4.0130 -2.3007 -2.4432 0.298
O -0.5145 6.2292 4.3938 -0.703
C 0.0871 5.4543 3.6622 0.573
N -0.5236 4.3073 3.3040 0.094
C 1.3915 5.7829 3.1045 -0.202
H -0.1477 3.8742 2.4725 -0.164
H -1.4164 4.0791 3.7173 0.153
H 2.1226 5.3458 3.7846 0.270
H 1.5288 6.8155 2.7834 0.330
H 1.3407 5.1668 2.2068 -0.300
O 0.8230 5.9387 -2.3888 -0.841
C -0.0552 5.9118 -1.5631 0.780
N -0.8401 4.8361 -1.6085 0.994
C -0.1357 6.9950 -0.5710 -1.345
H -0.5739 4.1651 -2.3149 -0.404
H -1.7576 4.8136 -1.1870 -0.548
H -0.2060 7.8680 -1.2199 0.369
H 0.8430 7.2791 -0.1842 0.302
H -1.0113 6.9682 0.0776 0.324
O 4.2901 3.2971 -4.4653 -0.786
C 3.3465 3.7267 -3.7885 -0.090
N 3.0106 5.0260 -3.9363 -0.158
C 2.4969 2.8820 -2.8498 0.002
H 3.6176 5.5532 -4.5476 0.247
H 2.2206 5.4114 -3.4388 0.415
H 2.6212 3.2917 -1.8474 0.455
H 3.0028 1.9254 -2.7192 0.065
H 1.4672 2.6708 -3.1383 0.032
C -4.1517 -3.8700 8.1430 -0.534
C -2.9909 -4.4230 7.6884 -0.819
C -2.0772 -3.6136 6.9984 -0.160
C -2.1611 -2.2433 7.0977 0.196
C -3.3713 -1.6488 7.6305 0.149
C -4.3088 -2.4353 8.1561 -0.393
C -3.5687 -0.1402 7.5755 0.238
O -4.5348 0.4664 8.0462 -0.811
C -2.3900 0.7288 7.0198 0.194
C -2.4137 2.1532 7.0625 -0.556
C -1.4788 2.9471 6.4172 -0.736
C -0.4323 2.2519 5.8007 -0.703
C -0.3602 0.8358 5.7493 -0.260
C -1.2469 0.0796 6.4619 0.316
C -1.0080 -1.4070 6.5261 0.301
O 0.0541 -1.9817 6.1602 -0.827
H -4.8275 -4.5197 8.6794 0.378
H -2.8571 -5.4945 7.6686 0.408
H -1.3367 -4.1848 6.4583 0.315
H -5.1585 -1.8997 8.5530 0.450
H -3.2299 2.6795 7.5351 0.415
H -1.6239 4.0156 6.4763 0.502
H 0.3420 2.9024 5.4215 0.424
H 0.4800 0.3557 5.2697 0.584
C 3.3751 -0.4891 -6.8932 -0.653
C 2.3489 -0.6041 -6.0779 -0.941
C 1.5284 0.5465 -5.7680 -0.493
C 1.7922 1.7940 -6.4287 0.840
C 2.9195 1.9368 -7.2744 0.664
C 3.6816 0.7354 -7.5319 -0.914
C 3.2486 3.1868 -8.0261 0.730
O 4.3304 3.2311 -8.5803 -0.675
C 2.2627 4.3033 -7.9828 0.380
C 2.5568 5.4471 -8.7557 -0.851
C 1.7603 6.5728 -8.6636 -0.397
C 0.5808 6.5071 -7.9531 -0.475
C 0.1704 5.3759 -7.2434 -1.001
C 1.0327 4.2273 -7.3017 0.352
C 0.7685 2.9952 -6.3692 0.483
O -0.2429 2.8696 -5.6587 -0.759
H 4.0914 -1.2969 -6.9215 0.357
H 2.0240 -1.5145 -5.5963 0.428
H 0.6548 0.3626 -5.1603 0.811
H 4.5847 0.8252 -8.1172 0.450
H 3.4786 5.5370 -9.3113 0.419
H 2.2380 7.3861 -9.1898 0.393
H -0.0011 7.4073 -8.0854 0.374
H -0.7740 5.3869 -6.7195 0.523
C -1.1288 -9.3730 3.1102 -0.970
C -0.0783 -10.2341 2.9365 -0.304
C 1.1919 -9.7442 3.0605 -0.717
C 1.3924 -8.3724 3.3994 0.390
C 0.3603 -7.4828 3.6630 0.048
C -0.9347 -7.9995 3.4994 -0.239
C 0.6489 -6.0721 4.1184 0.376
O -0.1662 -5.3286 4.6673 -0.472
C 2.0290 -5.5485 3.7320 -0.172
C 2.2924 -4.2238 3.9014 -0.140
C 3.4903 -3.6645 3.4923 -1.109
C 4.4455 -4.5060 2.9167 -0.263
C 4.2734 -5.8725 2.8191 -0.719
C 3.0574 -6.4199 3.2010 0.809
C 2.8501 -7.9243 3.3069 0.088
O 3.8089 -8.6567 3.2540 -0.652
H -2.0919 -9.8612 3.1310 0.360
H -0.1331 -11.3004 2.7740 0.402
H 2.0464 -10.3912 2.9275 0.441
H -1.7130 -7.2867 3.7286 0.524
H 1.4632 -3.6493 4.2873 0.843
H 3.5847 -2.5936 3.3886 0.537
H 5.3624 -4.0996 2.5161 0.452
H 5.0451 -6.5117 2.4163 0.473
```

E: -118773.579 eV
HOMO level (alpha / beta): -2.06 / -5.60 eV
Kohn-Sham gap (alpha / beta): 2.23 / 5.77 eV
LUMO energy (alpha / beta): 0.17 / 0.17 eV
expectation value of S²: 0.775
net charge: -1
multiplicity: 2